Computed, not measured: a cluster of 2 separate species, C6H15NO in total in a non-equilibrium geometry, with ωB97M-V/def2-TZVPD.

Structure (XYZ):
```
23
Properties=species:S:1:pos:R:3:forces:R:3
C -0.2567 0.1135 -1.1049 -0.95 -0.18 0.27
C -1.6814 -0.4576 -1.2937 0.25 -0.37 -0.14
C -1.5840 -1.9072 -1.6739 -0.06 0.25 -0.26
C -2.1202 -2.9572 -1.0756 0.45 -0.73 0.62
C 0.4847 -0.5011 0.0977 -0.11 1.27 -0.37
N 0.5622 0.4952 1.1938 -1.47 -1.62 -0.11
C 0.8405 -0.0872 2.4775 0.03 -0.48 1.74
H 0.2966 -0.0244 -2.0330 0.06 -0.06 -0.05
H -0.3935 1.1807 -0.9598 0.34 0.23 0.13
H -2.1775 0.1359 -2.0654 -0.07 -0.16 -0.11
H -2.2829 -0.3743 -0.3918 0.05 0.20 0.25
H -0.9254 -2.1028 -2.5160 0.03 -0.03 -0.08
H -1.7943 -3.9604 -1.3416 -0.24 0.12 -0.37
H -2.7316 -2.9616 -0.1771 -0.10 0.53 -0.14
H 1.4912 -0.7179 -0.2751 0.03 -0.70 0.38
H -0.0588 -1.3702 0.4592 0.30 -0.24 -0.07
H 1.2933 1.0704 0.9146 1.39 1.64 -0.18
H 0.3613 -1.0636 2.6071 0.06 0.02 -0.42
H 1.8886 -0.2248 2.7747 0.21 -0.11 -0.56
H 0.4420 0.4614 3.3451 -0.18 0.45 -0.52
H 3.5393 4.1684 1.0761 -0.56 0.17 0.68
H 1.9075 4.2891 1.0021 0.08 0.16 0.96
O 2.7345 4.1515 0.5581 0.46 -0.37 -1.63
```
Forces are in eV/Å.

Calculated values
Electronic energy ... -367.5428 a.u.
SMILES ... C=CCCCNC.O
E_LUMO ... 0.83 eV
Net charge ... 0
HOMO-LUMO gap ... 9.59 eV



Computed, not measured: a cluster of 3 separate species, C6H15NO in total in a non-equilibrium geometry, with ωB97M-V/def2-TZVPD.

Structure (XYZ):
```
23
Properties=species:S:1:pos:R:3:forces:R:3
C -0.2926 -0.8807 -0.7904 3.66 0.36 0.15
C 1.6255 -0.1035 0.0261 0.13 -0.80 -1.61
C -2.7280 -0.3317 0.0791 1.15 0.66 0.99
C -0.6663 -0.4908 0.5035 -5.47 -0.25 0.23
C 2.1873 -0.5231 1.3648 -0.30 -0.11 0.12
C 1.6477 1.3837 -0.2152 -0.26 -0.07 -0.06
N -0.6222 -0.2374 -1.9428 0.00 0.22 0.75
O -2.8757 1.0952 -0.0285 -0.18 -0.09 0.34
H -3.0139 1.4461 0.8599 0.10 0.00 -0.26
H -0.0328 -1.9281 -0.9194 -0.05 0.14 0.02
H 2.1432 -0.6326 -0.7781 0.20 0.14 0.05
H -0.4876 -0.7244 -2.8154 -0.17 0.56 0.16
H -1.1237 0.6403 -1.8392 0.11 -0.41 -0.55
H -3.1223 -0.6941 -0.8722 0.66 -0.42 -0.01
H -3.3709 -0.7424 0.8633 0.16 0.07 0.17
H -0.6304 -1.2597 1.2620 0.42 -0.09 -0.06
H -0.6490 0.5064 0.9205 0.20 0.26 -0.46
H 3.2477 -0.2456 1.4680 -0.14 0.01 -0.13
H 1.1939 1.6471 -1.1757 -0.06 -0.05 0.02
H 1.1073 1.9234 0.5720 0.04 0.01 -0.02
H 1.6653 -0.0307 2.1934 -0.05 -0.09 -0.01
H 2.1273 -1.6060 1.5100 -0.03 0.08 0.04
H 2.6703 1.7885 -0.2456 -0.12 -0.13 0.12
```
Forces are in eV/Å.

Calculated values
Electronic energy ... -367.4189 a.u.
E_LUMO ... 1.01 eV
Net charge ... 0
HOMO-LUMO gap ... 7.20 eV



Computed, not measured: a structure of composition C6H15NO2 in a non-equilibrium geometry, with ωB97M-V/def2-TZVPD.

Structure (XYZ):
```
24
Properties=species:S:1:pos:R:3:forces:R:3
C 1.6141 -0.5561 1.2259 0.48 0.10 0.27
C 1.8527 -1.1876 2.5235 0.17 0.05 -0.08
N 1.5758 -2.5464 2.7355 -0.10 0.02 -0.04
O 0.7676 -0.2339 2.3057 -0.14 -0.08 -0.09
O 1.1260 -1.3232 0.1935 -0.57 -0.35 -0.01
H 0.2093 -1.0618 0.0024 0.27 0.17 -0.07
H 2.2477 0.2581 0.8785 -0.05 0.04 0.06
H 2.6321 -0.7938 3.1678 -0.08 0.03 0.00
H 0.9353 -2.9196 2.0457 0.06 0.05 0.00
H 1.2386 -2.7361 3.6705 0.02 0.02 -0.07
C -0.4670 2.0798 -3.0933 0.89 -1.26 0.54
C -1.4823 0.6722 -0.6219 2.11 0.41 -2.27
C 0.3784 1.0577 -2.7193 0.26 2.31 -2.48
C -2.1698 0.0878 0.5801 0.53 -0.51 0.25
H -1.2910 1.9134 -3.7710 -0.06 -0.07 -0.07
H -0.3919 3.0674 -2.6644 0.04 0.07 0.10
H -2.0867 0.6689 -1.5207 -0.46 0.27 -0.08
H -1.0782 1.6627 -0.4495 -0.38 0.48 0.15
H -1.5118 0.0906 1.4509 -0.06 -0.16 0.00
H -0.3685 0.4807 -1.4705 -2.16 -1.02 2.83
H 1.3440 1.3389 -2.3119 -0.23 -0.07 0.75
H 0.4878 0.2228 -3.4030 -0.57 -0.48 0.42
H -3.0439 0.6854 0.8554 0.04 0.05 -0.21
H -2.5182 -0.9281 0.3903 0.00 -0.05 0.11
```
Forces are in eV/Å.

Calculated values
Electronic energy ... -442.6780 a.u.
E_LUMO ... 0.64 eV
Net charge ... 0
HOMO-LUMO gap ... 9.33 eV



Computed, not measured: an isolated molecule of C6H15NO2, with ωB97M-V/def2-TZVPD.

Structure (XYZ):
```
24
Properties=species:S:1:pos:R:3:forces:R:3
C -0.4409 -0.2037 -0.0710 0.45 0.52 0.21
C 1.0799 -0.2528 -0.3786 0.13 0.01 0.00
C -1.0099 1.1859 -0.4144 -0.13 -0.33 0.06
C -0.7213 -0.5855 1.3823 -0.04 -0.08 -0.41
C 1.9361 0.6713 0.4837 -0.23 -0.10 -0.30
C -2.5245 1.2594 -0.2481 0.20 0.02 -0.05
N 1.5342 -1.6269 -0.1699 -0.07 -0.36 0.17
O -1.0824 -1.1913 -0.8691 -0.19 -0.30 -0.17
O 2.6720 -1.9093 -0.9919 -0.07 0.23 -0.06
H -0.9761 -0.9528 -1.7977 0.02 0.00 0.00
H 3.4151 -1.9771 -0.3787 -0.29 -0.03 0.02
H 0.8049 -2.2592 -0.5035 0.34 0.17 -0.09
H 1.2171 0.0286 -1.4385 -0.08 -0.08 0.09
H -0.7515 1.4167 -1.4529 0.11 0.03 -0.01
H -0.5396 1.9365 0.2199 0.09 0.05 -0.05
H -1.7667 -0.8617 1.4794 -0.12 0.03 0.07
H -0.1099 -1.4388 1.6593 0.03 -0.06 0.14
H -0.5052 0.2463 2.0448 0.04 0.08 0.12
H 1.8485 0.3964 1.5301 -0.01 -0.02 0.15
H 2.9774 0.5715 0.1856 0.08 0.02 0.00
H 1.6464 1.7094 0.3544 0.04 0.17 0.02
H -3.0017 0.4259 -0.7581 -0.10 -0.02 -0.02
H -2.9020 2.1882 -0.6694 -0.09 0.07 0.01
H -2.7998 1.2231 0.8021 -0.11 0.00 0.10
```
Forces are in eV/Å.

Calculated values
Electronic energy ... -442.7960 a.u.
SMILES ... CC[C@@](C)(O)[C@@H](C)NO
E_LUMO ... 0.91 eV
Net charge ... 0
HOMO-LUMO gap ... 10.09 eV



Computed, not measured: a cluster of 3 separate species, C6H15NO2 in total in a non-equilibrium geometry, with ωB97M-V/def2-TZVPD.

Structure (XYZ):
```
24
Properties=species:S:1:pos:R:3:forces:R:3
C -0.2049 -2.7820 -1.2116 -0.19 -1.63 -1.39
C -0.7171 -1.4693 -1.8186 -0.19 -0.64 -0.48
N -1.4827 -1.0212 1.0665 -0.16 -0.30 -0.35
C -0.8452 -0.0681 0.2581 -0.02 -0.97 -0.19
C -0.3768 -0.2640 -1.0016 -0.58 -0.19 0.62
C -0.0127 2.2053 0.7236 -0.98 1.39 1.08
C -0.9970 1.3126 0.6799 1.19 0.18 0.20
H -1.0150 -3.5227 -1.1089 0.01 0.42 0.60
H 0.4156 -3.3524 -1.9225 0.27 0.51 0.14
H 0.3734 -2.7012 -0.3027 -0.03 0.21 0.25
H -1.7923 -1.5823 -2.0297 -0.21 0.32 1.08
H -0.4838 -1.4014 -2.8848 1.14 0.31 0.21
H -1.2973 -1.9892 0.8456 -0.09 0.16 -0.20
H -1.4382 -0.8934 2.0708 0.08 0.44 -0.29
H 0.2237 0.5516 -1.3678 -0.39 0.19 -0.53
H -0.3367 3.2257 0.8665 -0.13 0.31 0.13
H 1.0506 2.1574 0.8972 0.18 -1.00 -0.75
H -2.0361 1.5688 0.8667 0.07 0.35 -0.21
H 1.4421 -0.2797 3.6390 0.71 -0.42 0.06
H 0.9676 -0.3744 2.1405 0.67 -0.56 -0.88
O 0.7882 -0.0364 2.9993 -1.33 0.93 0.88
H 2.5975 1.4197 -2.2891 0.15 1.04 0.49
H 2.0048 2.8277 -2.1031 -0.44 0.25 -0.12
O 2.7613 2.2972 -1.8712 0.28 -1.30 -0.34
```
Forces are in eV/Å.

Calculated values
Electronic energy ... -442.7667 a.u.
SMILES ... C=C/C(N)=C/CC.O.O
E_LUMO ... 0.71 eV
Net charge ... 0
HOMO-LUMO gap ... 8.50 eV



Computed, not measured: a cluster of 3 separate species, C6H15NO2 in total in a non-equilibrium geometry, with ωB97M-V/def2-TZVPD.

Structure (XYZ):
```
24
Properties=species:S:1:pos:R:3:forces:R:3
C -1.0533 0.9909 -0.4855 -1.81 4.84 1.95
N 0.7360 2.9356 1.1834 -2.27 -3.87 0.22
C 1.0184 1.5899 0.8634 -0.94 1.01 0.51
C 0.1249 0.7342 0.3153 3.08 1.49 1.14
C 0.3783 -0.6689 0.4986 1.06 -1.67 -2.91
C 1.0961 -1.2523 -0.5115 -0.38 -0.27 4.21
C 1.0231 -2.7104 -0.5618 5.10 -3.95 -0.36
H -1.5641 1.9977 -0.1204 0.45 -1.96 -0.31
H -1.6829 0.2079 -0.2950 -2.29 -1.79 0.41
H -1.1565 1.1957 -1.5125 1.33 -0.17 -1.79
H 1.4349 3.5354 1.1082 3.94 3.17 -0.26
H -0.0639 3.2909 0.7609 -1.58 0.67 -0.83
H 1.9934 1.3272 1.2859 -0.60 -0.64 -0.03
H -0.2361 -1.2891 1.1964 0.45 0.47 -0.69
H 1.9146 -0.7700 -1.0704 -1.18 0.13 -0.10
H 0.2794 -3.0233 -1.2159 -0.62 -0.90 -1.58
H 0.9078 -3.5473 0.1844 -0.25 2.02 0.89
H 2.1227 -3.1344 -0.9257 -2.81 0.94 0.00
H -0.6284 -2.3835 -2.0933 0.17 3.71 -2.98
H -0.7060 -0.7807 -2.5100 -0.67 1.57 1.23
O -0.4743 -1.6154 -2.8368 -0.10 -4.82 0.91
H -1.8091 1.9437 2.4454 -0.23 -2.62 -0.24
H -1.5915 0.4672 1.8178 0.54 0.29 -0.37
O -2.0637 0.9590 2.4791 -0.41 2.35 0.99
```
Forces are in eV/Å.

Calculated values
Electronic energy ... -442.6783 a.u.
SMILES ... C/C=C/C(C)=C/N.O.O
E_LUMO ... 0.63 eV
Net charge ... 0
HOMO-LUMO gap ... 8.78 eV



Computed, not measured: an isolated molecule of C6H15NO3S in a non-equilibrium geometry, with ωB97M-V/def2-TZVPD.

Structure (XYZ):
```
26
Properties=species:S:1:pos:R:3:forces:R:3
C -0.1437 2.3019 -0.3314 1.30 2.32 0.67
C -0.1297 -0.6806 2.1477 1.21 2.04 -2.42
C 0.4145 -2.0918 -0.7376 0.43 0.84 0.90
C 1.8360 -0.3036 -1.1357 0.74 0.07 2.04
C 0.3958 1.4377 0.7457 -1.09 -1.58 2.50
C 0.0156 -0.0591 0.6758 -0.91 0.37 0.81
N 0.8932 -0.8627 -0.0568 1.22 -0.50 -3.60
O -2.2164 -1.3771 0.3625 -1.54 -1.00 0.71
O -1.6810 -0.1316 -1.6305 0.54 0.48 0.43
O -2.5085 1.1391 0.3207 -0.35 -1.37 0.46
S -1.7852 -0.0732 0.0087 0.65 0.88 -0.78
H 0.4486 2.2730 -1.2080 0.67 0.19 -0.92
H -1.1486 2.4365 -0.5879 -1.46 -1.25 -0.29
H -0.0854 3.2594 0.1734 0.90 0.95 -0.52
H -0.3395 -1.7088 2.1129 0.66 -1.53 -0.04
H -1.0119 -0.2925 2.5323 -1.48 1.20 1.28
H 0.7766 -0.2790 2.6501 -0.66 -0.87 0.01
H 1.2839 -2.7218 -0.7584 0.24 -0.44 -0.81
H -0.3074 -2.5957 -0.1873 -1.24 -0.88 1.36
H -0.0967 -1.8561 -1.6688 0.58 -0.14 -0.42
H 1.4823 -0.1504 -2.2127 -0.03 0.10 1.70
H 2.3298 0.5547 -0.6035 -0.41 -0.41 -1.47
H 2.6351 -1.0852 -1.1463 -0.58 0.62 -0.35
H -0.0028 1.8088 1.7811 0.89 -0.62 -1.82
H 1.4932 1.4308 0.7511 -0.36 0.52 0.32
H -2.5478 -0.3725 -1.9973 0.05 0.00 0.26
```
Forces are in eV/Å.

Calculated values
Electronic energy ... -916.1757 a.u.
SMILES ... CC[C@](C)(N(C)C)S(=O)(=O)O
E_LUMO ... 0.65 eV
Net charge ... 0
HOMO-LUMO gap ... 9.53 eV



Computed, not measured: an isolated molecule of C6H15NO3Si in a non-equilibrium geometry, with ωB97M-V/def2-TZVPD.

Structure (XYZ):
```
26
Properties=species:S:1:pos:R:3:forces:R:3
C -0.7217 -2.9342 0.7700 -2.79 0.44 -1.55
C 0.1519 2.6049 0.8657 0.61 -4.32 -2.28
C -1.3737 0.7999 -1.8966 -0.94 1.00 0.85
C 0.4874 -2.0571 0.7017 -1.23 1.09 -1.14
C 0.6986 1.1292 1.4003 -1.97 1.84 -0.63
C -1.5439 0.0640 -0.5783 2.22 -2.90 -1.30
N 2.5064 0.3197 -1.1271 3.10 -0.82 0.08
O 2.6949 -0.3019 -0.0955 0.75 -0.66 1.34
O 3.3941 0.7119 -1.8564 -0.87 0.27 0.07
O 1.2933 0.4614 -1.4157 -3.74 0.11 -0.07
Si 0.2295 -0.2131 0.1495 0.98 0.55 0.02
H -1.4599 -2.7735 1.5743 0.71 0.27 0.14
H -1.3509 -2.7223 -0.1237 0.28 -0.69 0.31
H -0.5044 -3.9830 0.7617 0.33 -0.58 0.02
H 0.0238 2.6651 -0.2536 0.74 0.09 1.20
H -0.7946 2.6269 1.2350 -3.04 0.24 0.92
H 0.6084 3.4091 1.2858 1.94 2.16 0.88
H -1.3418 1.8498 -1.5966 0.10 0.11 -0.67
H -0.5097 0.5617 -2.4269 1.43 -0.29 -0.67
H -2.1464 0.6592 -2.6111 -1.21 -0.08 -0.31
H 1.2279 -2.5752 0.1550 0.96 -0.18 -0.93
H 0.8016 -2.1028 1.6753 1.62 0.77 2.55
H 0.1054 0.9456 2.3080 -0.15 -0.15 -0.15
H 1.6749 1.2471 1.8030 1.12 -0.37 -0.31
H -1.9436 -0.9882 -0.7162 0.22 1.25 0.07
H -2.2074 0.5958 0.0122 -1.16 0.86 1.56
```
Forces are in eV/Å.

Calculated values
Electronic energy ... -807.4353 a.u.
SMILES ... CC[Si](CC)(CC)O[N+](=O)[O-]
E_LUMO ... 0.69 eV
Net charge ... 0
HOMO-LUMO gap ... 10.94 eV



Computed, not measured: a cluster of 2 separate species, C6H15O2 in total in a non-equilibrium geometry, with ωB97M-V/def2-TZVPD.

Structure (XYZ):
```
23
Properties=species:S:1:pos:R:3:forces:R:3
H 3.6654 3.9790 0.0062 -0.01 0.27 0.00
C -1.0653 2.3583 0.0006 -0.15 0.05 0.00
C -0.3574 1.0712 0.0013 0.93 -0.25 -0.01
O -1.2396 -0.0441 -0.0001 0.14 -0.59 0.00
C -0.7761 -1.4432 -0.0010 -0.40 -0.61 0.01
C 0.1075 -1.7592 1.2231 -0.06 0.52 0.14
C 0.1084 -1.7586 -1.2245 -0.06 0.52 -0.14
C -2.1593 -2.1916 -0.0010 -0.20 0.68 0.00
H -1.1982 2.8530 0.9506 -0.32 0.27 -0.18
H -1.1989 2.8499 -0.9507 -0.32 0.27 0.18
H 0.3233 1.1186 -0.8459 0.00 -0.62 -0.60
H 0.3234 1.1174 0.8485 -0.01 -0.62 0.60
H -0.2440 -1.2326 2.1176 -0.10 -0.20 -0.09
H 0.1999 -2.8360 1.4543 -0.16 0.47 -0.32
H 1.1069 -1.3655 0.9817 -0.18 -0.23 0.44
H -0.2417 -1.2312 -2.1188 -0.11 -0.20 0.09
H 1.1077 -1.3660 -0.9819 -0.18 -0.23 -0.44
H 0.2002 -2.8351 -1.4566 -0.16 0.47 0.32
H -2.7278 -1.8304 -0.8810 0.32 -0.24 0.36
H -2.2112 -3.3046 -0.0011 0.71 0.79 0.00
H -2.7273 -1.8307 0.8795 0.32 -0.24 -0.37
O 4.5460 4.3657 0.0081 0.28 -0.57 0.01
H 4.4580 5.3155 -0.0092 -0.28 0.30 -0.01
```
Forces are in eV/Å.

Calculated values
Electronic energy ... -387.9821 a.u.
E_LUMO (alpha / beta) ... 0.61 / -0.11 eV
Multiplicity ... 2
Net charge ... 0
⟨S²⟩ ... 0.753
HOMO-LUMO gap (alpha / beta) ... 9.37 / 9.61 eV



Computed, not measured: a structure of composition C6H15O3PS in a non-equilibrium geometry, with ωB97M-V/def2-TZVPD.

Structure (XYZ):
```
26
Properties=species:S:1:pos:R:3:forces:R:3
C 0.8493 1.5110 0.8567 -2.39 -0.54 0.77
C -1.1572 -1.0946 -3.0377 0.37 0.25 0.31
C 2.4091 -0.8069 0.2052 1.18 3.71 0.07
C -0.6769 0.9175 3.3790 2.92 0.32 -0.24
C -2.0833 0.2983 0.9880 3.29 -2.58 -0.56
C 0.1903 -0.5825 -2.6328 1.84 0.40 0.90
O 2.3668 1.2698 -1.5184 -1.56 -0.60 1.26
O 0.1479 -0.9774 1.6910 -0.11 -0.94 0.26
O 0.1513 -0.1899 -1.2632 0.54 0.63 2.34
P 1.4721 0.5629 -0.5258 0.53 -0.19 -1.18
S -0.2880 0.3871 1.6502 -1.28 2.53 -0.48
H 0.3568 2.5431 0.7508 0.76 -1.67 -0.08
H -1.8210 -0.3355 -2.6681 -0.78 0.34 -0.12
H -1.1536 -1.0874 -4.1170 -0.45 -0.38 -0.35
H -1.4697 -2.0459 -2.5879 0.41 0.12 -0.31
H 2.1056 -1.4183 0.9605 -1.31 -1.26 1.85
H 2.6736 -1.3467 -0.6029 0.92 -2.16 -2.91
H 3.3480 -0.3187 0.5082 -0.21 -0.01 0.04
H 0.4396 1.0507 3.7515 -2.46 -0.13 -0.33
H -1.1586 1.8849 3.2534 0.01 0.10 0.36
H -1.2554 0.2101 4.0217 0.50 0.36 -1.04
H -2.3229 -0.3783 1.7847 -1.30 -0.23 0.26
H -2.6452 1.1674 0.8480 -0.60 1.41 0.15
H -1.9495 -0.3085 0.0477 -0.16 0.82 0.90
H 0.4379 0.4124 -3.0407 0.07 -0.97 -1.28
H 1.0332 -1.3245 -2.7018 -0.75 0.67 -0.61
```
Forces are in eV/Å.

Calculated values
Electronic energy ... -1202.7725 a.u.
E_LUMO ... 0.23 eV
Net charge ... 0
HOMO-LUMO gap ... 8.92 eV